(1)
ORCA calculation (the ωB97M-V functional and the def2-TZVPD basis) on a cluster of 2 separate species, C3H5ClNO2 in total.

Atoms and positions in Å:
C 0.45529 -1.54216 1.30929
C -0.79576 0.20114 -1.07870
C -0.13828 0.98043 0.12864
N 1.09886 0.44632 0.71119
O 0.97724 -2.24874 0.52101
O -0.22168 -1.26865 2.21986
Cl 2.22646 0.21537 -0.54169
H -1.90453 0.64254 -1.07429
H -0.18724 0.46084 -1.95942
H -0.69348 -0.90542 -1.00347
H 0.12318 2.00965 -0.10438
H -0.94008 1.00868 0.87196

Output
Net charge: -1
E_HOMO: -2.7 eV
LUMO: 0.1486 hartree



(2)
ORCA calculation (the ωB97M-V functional and the def2-TZVPD basis) on an isolated molecule of C3H5ClO.

Atoms and positions in Å:
C 1.72765 -0.21946 -0.36533
C 0.54040 -0.21168 0.67212
Cl -0.43957 1.36595 0.27261
C -0.38957 -1.29164 -0.01134
O -1.33299 -1.15780 -0.85347
H 2.67013 0.55350 -0.39647
H 2.08908 -1.24673 0.09219
H 1.56721 -0.44998 -1.33365
H 0.51321 -0.29503 1.72741
H 0.02622 -2.18385 0.33114

Output
E_HOMO: -10.3 eV
LUMO: 0.0107 hartree



(3)
ORCA calculation (the ωB97M-V functional and the def2-TZVPD basis) on a cluster of 2 separate species, C3H5ClO2 in total.

Atoms and positions in Å:
C 0.09562 -0.47035 1.72893
C 0.87368 0.15760 0.68133
C -0.20885 0.20884 -1.47538
O 1.08172 -1.16128 1.03479
O -0.79062 1.31885 -1.86987
Cl -1.11774 -1.20728 -1.36949
H 0.31435 -0.18970 2.77633
H -0.89116 -0.71349 1.47792
H 1.66986 0.78798 0.86859
H 0.75171 0.00171 -2.13730
H -1.77857 1.26711 -1.71585

Output
E_HOMO: -8.0 eV
LUMO: 0.0232 hartree



(4)
ORCA calculation (the ωB97M-V functional and the def2-TZVPD basis) on a structure of composition C3H5ClO2.

Atoms and positions in Å:
C -1.63649 -0.74014 -0.09854
C 0.19973 0.43841 -0.32861
C 1.66676 0.71982 0.25688
H -1.90971 -1.28180 -1.25344
H -1.99162 0.31677 0.39695
H -2.17825 -1.53743 0.93306
H 2.07424 1.73215 -0.05763
H 1.71832 0.47917 1.51106
O -0.13949 -0.96016 -0.33526
O -0.59247 1.28966 -0.63107
Cl 2.78898 -0.45646 -0.39342

Output
E_HOMO: -10.4 eV
LUMO: 0.0234 hartree



For reference, orbital gap by record: 6.7 10.6 8.6 11.0 eV.
For reference, max |F| by record: 2.69 7.37 5.73 5.28 eV/Å.
For reference, total energy by record: -21299.3768 -17759.4291 -19804.6172 -19805.3396 eV.